The following is a DFT calculation (ωB97M-V/def2-TZVPD) of a 8-piece molecular cluster, C25H62Cl3N7O7 overall at a distorted geometry.

Calculated values
LUMO level: 0.4 eV
Total energy: -89255.1196 eV
2S+1: 1
Gap between HOMO and LUMO: 0.33504 hartree
SMILES: COC[C@H](C)N.COC[C@H](C)N.COC[C@H](C)N.ClC(Cl)Cl.CN(C)C=O.CN(C)C=O.CN(C)C=O.CN(C)C=O

CARTESIAN COORDINATES (ANGSTROEM)
C1 19.70 -5.01 -21.36
Cl1 21.34 -5.53 -20.76
Cl2 19.61 -3.35 -21.95
Cl3 18.46 -5.30 -20.13
H1 19.47 -5.56 -22.27
C2 16.10 -11.86 -22.76
C3 14.57 -11.57 -23.07
C4 13.74 -12.67 -23.82
O1 14.63 -13.11 -24.78
C5 14.66 -14.56 -24.93
N1 14.07 -10.98 -21.85
H2 16.68 -11.89 -23.68
H3 16.25 -12.88 -22.40
H4 16.71 -11.17 -22.19
H5 14.43 -10.75 -23.78
H6 12.86 -12.22 -24.29
H7 13.41 -13.46 -23.15
H8 15.30 -14.64 -25.80
H9 13.67 -14.82 -25.30
H10 14.86 -15.37 -24.24
H11 14.67 -10.22 -21.56
H12 14.33 -11.69 -21.17
C6 15.42 -4.62 -21.00
C7 13.90 -4.84 -21.41
C8 12.91 -3.90 -20.67
O2 11.64 -4.14 -21.11
C9 10.68 -3.52 -20.22
N2 14.02 -4.46 -22.82
H13 15.48 -4.50 -19.92
H14 15.90 -3.73 -21.40
H15 16.13 -5.39 -21.28
H16 13.73 -5.90 -21.23
H17 13.11 -2.84 -20.78
H18 12.96 -4.14 -19.61
H19 11.01 -3.73 -19.20
H20 9.72 -3.97 -20.48
H21 10.66 -2.45 -20.38
H22 14.41 -3.54 -22.66
H23 13.06 -4.35 -23.13
C10 13.85 -5.43 -31.85
C11 14.70 -4.10 -31.79
C12 15.78 -3.99 -30.70
O3 15.33 -4.16 -29.37
C13 16.37 -4.63 -28.51
N3 15.37 -3.87 -33.07
H24 13.27 -5.54 -30.93
H25 14.45 -6.32 -31.98
H26 13.13 -5.47 -32.67
H27 13.97 -3.30 -31.65
H28 16.22 -2.99 -30.68
H29 16.68 -4.57 -30.94
H30 17.27 -4.06 -28.73
H31 16.71 -5.65 -28.71
H32 16.14 -4.54 -27.45
H33 14.74 -3.27 -33.58
H34 16.08 -3.20 -32.82
C14 10.00 -7.91 -23.95
O4 9.94 -8.66 -24.96
N4 10.95 -8.00 -22.95
C15 10.91 -7.16 -21.72
C16 11.88 -9.10 -23.00
H35 9.24 -7.20 -23.61
H36 10.39 -6.22 -21.94
H37 11.95 -6.88 -21.57
H38 10.53 -7.78 -20.91
H39 12.00 -9.59 -23.96
H40 12.74 -8.63 -22.53
H41 11.70 -9.83 -22.20
C17 16.70 -10.53 -19.46
O5 15.94 -9.81 -20.10
N5 17.32 -10.24 -18.29
C18 18.34 -11.08 -17.64
C19 16.86 -9.13 -17.45
H42 16.97 -11.54 -19.80
H43 19.17 -10.40 -17.44
H44 18.68 -11.86 -18.32
H45 17.87 -11.58 -16.80
H46 17.41 -8.93 -16.53
H47 16.55 -8.25 -18.02
H48 15.98 -9.52 -16.94
C20 20.87 -10.27 -22.44
O6 20.72 -10.48 -21.23
N6 20.41 -11.11 -23.42
C21 20.14 -10.68 -24.74
C22 19.88 -12.42 -22.99
H49 21.45 -9.40 -22.78
H50 20.48 -11.61 -25.20
H51 20.72 -9.86 -25.16
H52 19.15 -10.52 -25.15
H53 18.79 -12.45 -23.10
H54 20.27 -13.20 -23.65
H55 20.11 -12.69 -21.96
C23 18.21 -7.83 -23.46
O7 19.23 -7.54 -24.00
N7 16.97 -7.52 -23.88
C24 15.87 -8.02 -23.01
C25 16.60 -6.47 -24.87
H56 18.24 -8.52 -22.60
H57 15.15 -8.66 -23.50
H58 15.31 -7.19 -22.57
H59 16.14 -8.58 -22.11
H60 15.91 -5.77 -24.41
H61 17.43 -6.01 -25.42
H62 16.01 -7.03 -25.60


The following is a DFT calculation (ωB97M-V/def2-TZVPD) of one molecule with the formula C6H12 at a distorted geometry.

Calculated values
LUMO level: 0.7 eV
Total energy: -6411.6561 eV
2S+1: 1
Gap between HOMO and LUMO: 0.26888 hartree
SMILES: C/C=C(\C)CC
Energy above the lowest of the compared OMol25 structures with the same formula, charge and spin: 509.89 kJ/mol

CARTESIAN COORDINATES (ANGSTROEM)
C1 2.23 -0.83 -0.11
C2 0.89 -0.82 -0.83
C3 -0.06 0.29 -0.27
C4 -0.85 1.00 -1.25
C5 -0.34 0.23 1.13
C6 -1.83 0.18 1.42
H1 2.77 0.10 -0.28
H2 2.80 -1.71 -0.37
H3 1.97 -0.82 0.95
H4 0.84 -0.90 -1.91
H5 0.28 -1.68 -0.51
H6 -1.24 1.93 -0.90
H7 -0.30 1.03 -2.19
H8 0.20 0.88 1.81
H9 -1.25 -0.12 -1.06
H10 -2.54 0.90 1.02
H11 -2.06 0.17 2.50
H12 -2.22 -0.80 1.13